Entry 1:
Here is 3 unconnected molecules or ions with the total composition C4H10 in a non-equilibrium geometry from OMol25. Energies are from ωB97M-V with the def2-TZVPD basis set.

Results
Orbital gap, eV: 8.70
2S+1: 1
E_HOMO, eV: -8.48
Energy relative to the best compared isomer or geometry (same formula, charge and spin), kJ/mol: 419.50

Geometry (Å):
1 C -0.997 -0.002 1.129
2 C -0.836 0.494 -0.265
3 C -0.013 1.449 -0.713
4 C 1.522 -1.552 -0.291
5 H -1.670 -0.840 1.257
6 H -0.104 -0.022 1.754
7 H -1.487 0.003 -0.989
8 H 2.144 -2.109 -0.965
9 H 0.008 1.674 -1.770
10 H -1.512 1.663 1.337
11 H 0.725 1.847 -0.019
12 H 1.638 -0.475 -0.381
13 H 0.464 -1.735 -0.509
14 H 1.688 -1.862 0.744

Atomic forces in eV per Å
-0.242 4.642 -0.132
0.257 -0.210 -1.005
-0.035 -1.163 0.272
-0.877 0.143 0.643
-0.413 0.441 0.326
-0.201 -0.002 -0.155
-0.056 0.206 0.040
0.343 -0.158 -0.287
0.165 0.200 0.109
0.357 -4.190 0.830
-0.130 0.436 -0.295
0.371 -0.173 -0.073
0.277 -0.177 -0.113
0.185 0.006 -0.160



Entry 2:
Here is a molecular structure, C4H10AlBO2 in a non-equilibrium geometry from OMol25. Energies are from ωB97M-V with the def2-TZVPD basis set.

Results
Orbital gap (spin up / spin down), eV: 3.29 / 2.94
⟨S²⟩: 0.762
2S+1: 2
E_HOMO (spin up / spin down), eV: -22.54 / -22.20
Charge: +3
Energy relative to the best compared isomer or geometry (same formula, charge and spin), kJ/mol: 0.00

Geometry (Å):
1 Al -0.944 -1.120 2.429
2 B -1.905 -2.774 4.777
3 H -2.163 -3.406 5.612
4 H -0.979 -3.137 4.360
5 H -2.619 -2.730 3.969
6 H -1.793 -1.770 5.156
7 O 0.234 0.268 0.208
8 C 0.616 0.691 -0.903
9 O 1.851 0.476 -1.334
10 C 2.156 1.194 -2.568
11 C 0.741 1.463 -3.124
12 C -0.167 1.465 -1.938
13 H 2.751 0.730 -3.354
14 H 2.682 2.121 -2.339
15 H 0.421 0.696 -3.829
16 H 0.639 2.437 -3.602
17 H -1.126 0.950 -2.001
18 H -0.394 2.446 -1.520

Atomic forces in eV per Å
0.286 -0.040 0.406
-1.051 1.205 -3.303
2.015 -2.530 6.499
3.292 -5.518 -2.552
-1.532 1.739 -4.429
-3.017 5.050 3.594
0.290 0.589 -1.428
2.130 -0.754 0.020
-0.148 -0.669 0.821
-2.091 1.555 -1.109
0.737 0.237 -0.686
-1.833 0.174 1.237
0.510 -1.168 0.778
0.080 0.043 0.520
0.106 -0.205 0.064
0.281 0.023 -0.127
-0.108 0.013 -0.380
0.054 0.257 0.075



Entry 3:
Here is a molecular structure, C4H10BEuNO2 in a non-equilibrium geometry from OMol25. Energies are from ωB97M-V with the def2-TZVPD basis set.

Results
Orbital gap (spin up / spin down), eV: 4.97 / 5.21
⟨S²⟩: 15.759
2S+1: 8
E_HOMO (spin up / spin down), eV: -15.43 / -15.43
Charge: +2

Geometry (Å):
1 N -2.164 -2.066 0.633
2 C -1.013 -1.331 -0.001
3 B -0.173 -0.591 1.155
4 C 0.643 0.700 0.964
5 C 0.378 1.489 -0.299
6 O 1.359 2.488 -0.515
7 C 2.534 1.988 -0.999
8 O 3.603 2.330 -0.587
9 H -2.822 -2.376 -0.070
10 H -1.791 -2.895 1.085
11 H -0.310 -2.005 -0.497
12 H -1.397 -0.623 -0.757
13 H -0.184 -1.161 2.196
14 H 1.684 0.384 1.020
15 H 0.501 1.340 1.825
16 H -0.552 2.028 -0.211
17 H 0.332 0.854 -1.186
18 H 2.432 1.320 -1.863
19 Eu -3.060 -1.873 -1.893

Atomic forces in eV per Å
0.734 0.781 -0.780
-0.663 -0.399 0.304
0.196 0.283 0.248
-0.682 -0.361 -0.482
0.378 0.446 -0.137
0.091 -0.315 0.186
1.506 0.934 0.290
-1.093 -0.301 -0.303
-0.149 -1.377 2.159
-0.336 -0.186 0.327
0.282 -0.138 -0.244
0.229 0.550 0.221
-0.045 -0.146 -0.057
0.421 -0.087 0.080
0.117 0.185 0.445
-0.425 0.158 -0.049
-0.013 -0.283 -0.248
-0.304 -0.324 -0.048
-0.243 0.579 -1.914



Entry 4:
Here is 2 unconnected molecules or ions with the total composition C4H10BN in a non-equilibrium geometry from OMol25. Energies are from ωB97M-V with the def2-TZVPD basis set.

Results
Orbital gap (spin up / spin down), eV: 5.62 / 7.66
⟨S²⟩: 2.006
2S+1: 3
E_HOMO (spin up / spin down), eV: -5.03 / -10.78
Energy relative to the best compared isomer or geometry (same formula, charge and spin), kJ/mol: 121.71

Geometry (Å):
1 B -1.645 1.051 -0.402
2 C -1.960 -0.430 0.305
3 C -0.407 -0.957 0.377
4 C 0.496 -0.007 -0.357
5 C 1.952 0.074 0.276
6 N -0.272 1.194 -0.445
7 H -2.319 1.959 -0.481
8 H -2.432 -0.461 1.238
9 H -2.419 -0.992 -0.474
10 H -0.073 -0.950 1.427
11 H -0.324 -1.882 -0.076
12 H 0.621 -0.362 -1.417
13 H 2.038 -0.488 1.106
14 H 2.470 0.980 0.422
15 H 2.612 -0.438 -0.450
16 H 0.304 2.313 -1.190

Atomic forces in eV per Å
-2.367 -2.495 3.306
4.060 1.502 -2.743
-1.880 1.281 1.709
0.214 1.013 0.798
-0.304 -0.131 -4.463
3.618 0.143 -1.522
-1.046 1.021 -0.663
-0.972 -0.028 1.121
-0.989 -0.892 -0.277
-0.285 -0.456 -0.344
0.125 -2.302 -0.323
-0.080 0.573 0.385
-0.202 -1.836 3.091
-0.267 1.615 0.090
-0.228 0.106 0.244
0.603 0.886 -0.413



Entry 5:
Here is a gas-phase ion, C4H10Br2N (charge +1) in a non-equilibrium geometry from OMol25. Energies are from ωB97M-V with the def2-TZVPD basis set.

Results
Orbital gap (spin up / spin down), eV: 7.52 / 8.30
2S+1: 1
E_HOMO (spin up / spin down), eV: -11.80 / -12.20
Charge: +1
Energy relative to the best compared isomer or geometry (same formula, charge and spin), kJ/mol: 423.31

Geometry (Å):
1 C 1.319 -1.159 -1.028
2 C 1.609 1.154 0.093
3 C -0.115 -0.417 0.776
4 C -3.502 0.762 0.284
5 N 1.251 -0.275 0.195
6 Br -4.796 -0.731 -0.057
7 Br -1.889 0.728 -0.434
8 H 0.370 -1.690 -1.124
9 H 1.371 -0.536 -1.930
10 H 2.147 -1.736 -1.055
11 H 0.662 1.655 -0.273
12 H 1.853 1.565 1.020
13 H 2.296 1.305 -0.638
14 H -0.294 0.113 1.652
15 H -0.416 -1.433 0.622
16 H -3.751 1.442 0.954
17 H 1.886 -0.747 0.942

Atomic forces in eV per Å
-2.719 2.870 -1.165
-3.803 0.023 -0.774
0.640 -0.854 -1.635
-1.121 -4.624 -3.348
0.574 -2.049 2.502
1.681 1.834 0.506
-0.025 0.239 -0.700
0.478 -0.232 0.205
-0.019 0.190 0.312
2.563 -2.056 0.400
1.123 -0.349 0.468
0.548 0.405 1.456
2.452 0.349 -1.848
0.030 0.579 1.539
-0.429 -0.226 0.635
-1.096 2.850 3.061
-0.877 1.050 -1.613



Entry 6:
Here is 2 unconnected molecules or ions with the total composition C4H10Cl in a non-equilibrium geometry from OMol25. Energies are from ωB97M-V with the def2-TZVPD basis set.

Results
Orbital gap (spin up / spin down), eV: 8.54 / 12.18
⟨S²⟩: 0.753
2S+1: 2
E_HOMO (spin up / spin down), eV: -7.84 / -11.52
Energy relative to the best compared isomer or geometry (same formula, charge and spin), kJ/mol: 76.88

Geometry (Å):
1 Cl -1.275 -0.503 5.429
2 H -0.552 -0.633 4.401
3 C -1.863 0.010 -0.383
4 C -0.539 -0.590 -0.496
5 C 0.462 0.553 -0.902
6 C 1.913 0.199 -1.218
7 H -2.794 -0.525 -0.330
8 H -1.846 1.079 -0.229
9 H -0.423 -0.885 0.561
10 H -0.510 -1.448 -1.167
11 H 0.084 1.105 -1.781
12 H 0.453 1.250 -0.049
13 H 2.408 1.056 -1.700
14 H 2.468 0.025 -0.300
15 H 2.013 -0.693 -1.836

Atomic forces in eV per Å
-0.296 0.053 0.419
0.295 -0.053 -0.423
-0.764 0.854 -0.507
0.603 0.857 -0.009
-0.180 -0.260 0.109
0.083 0.098 0.425
-0.072 -0.164 0.017
-0.491 0.085 0.082
1.050 -0.552 -0.260
0.146 -0.156 0.138
-0.292 -0.346 0.436
-0.005 0.047 -0.355
-0.162 -0.352 -0.041
0.118 -0.213 0.126
-0.034 0.101 -0.158



Number 1: energy -158.243101 Ha. Number 2: energy -574.489079 Ha. Number 3: energy -1098.054341 Ha. Number 4: energy -237.776737 Ha. Number 5: energy -5360.737433 Ha. Number 6: energy -618.510884 Ha.